{
  "formula": "C28H28N4O8",
  "method": "ωB97M-V/def2-TZVPD",
  "symbols": ["H", "H", "C", "H", "N", "H", "H", "H", "C", "C", "H", "C", "C", "C", "C", "H", "C", "C", "C", "O", "H", "C", "H", "H", "C", "H", "H", "C", "C", "C", "O", "C", "H", "C", "C", "H", "H", "H", "C", "O", "H", "H", "H", "N", "H", "H", "C", "H", "N", "C", "C", "C", "N", "O", "H", "H", "H", "O", "C", "C", "H", "C", "C", "H", "O", "O", "O", "C"],
  "positions_angstrom": [[-7.239, -2.148, 1.385], [-3.492, 1.514, -4.071], [-6.196, -2.462, 1.386], [4.046, -1.188, -3.075], [0.633, -0.272, 1.560], [2.651, -4.001, -0.587], [-1.993, 0.644, -4.494], [-4.447, 2.860, 0.355], [1.919, -0.122, 1.667], [-0.803, 1.477, -2.231], [-1.441, -3.469, 1.323], [-3.372, -2.556, 1.262], [2.329, 1.228, 2.142], [-3.411, -0.165, 0.889], [0.081, 0.498, -2.686], [2.831, 1.460, -0.925], [0.838, -2.311, 0.309], [2.845, -1.101, 1.167], [0.902, 2.372, -0.794], [-0.301, -0.483, -3.579], [0.653, 3.743, 3.503], [1.245, 3.335, 2.685], [-3.182, 2.066, -0.617], [-1.942, -1.144, -2.470], [-2.029, -0.166, 0.816], [-1.482, 0.744, 0.633], [3.836, -0.512, -1.444], [-0.388, 2.411, -1.284], [2.285, -2.194, 0.479], [-3.623, 2.149, 0.380], [3.405, 1.731, 1.858], [-1.986, -2.549, 1.198], [2.302, 3.080, 0.498], [4.235, -1.035, 1.327], [-2.406, 1.522, -3.998], [-2.013, 2.423, -4.479], [0.481, 1.394, 2.897], [-3.874, -3.494, 1.434], [-1.322, -1.359, 0.975], [-0.681, 3.689, 1.277], [-6.038, -3.194, 0.587], [-1.091, 3.143, -0.925], [5.120, -3.861, -0.309], [1.315, 3.172, 0.286], [-0.459, -2.116, -2.294], [2.244, 3.771, 2.673], [3.113, -3.182, -0.057], [4.665, -0.200, 1.855], [0.099, -1.323, 0.965], [3.604, -0.374, -2.504], [5.035, -2.024, 0.799], [1.418, 0.518, -2.241], [1.361, 1.892, 2.827], [-4.202, 0.922, 0.774], [-5.958, -2.921, 2.351], [-2.868, 2.498, 1.090], [-1.374, -2.167, -3.818], [-2.120, 1.545, -2.609], [4.478, -3.097, 0.103], [-1.061, -1.530, -2.993], [4.021, 0.579, -2.845], [1.821, 1.457, -1.304], [-4.096, -1.387, 1.116], [6.106, -1.968, 0.924], [-5.449, -1.290, 1.171], [2.222, -0.446, -2.755], [0.293, -3.174, -0.349], [0.508, 3.486, 1.344]],
  "forces_ev_per_a": [[0.0581, -0.0719, 0.0082], [0.0455, 0.0355, -0.0506], [-0.0864, -0.1745, 0.0385], [0.0230, 0.0584, 0.0489], [0.7419, 0.6059, 0.4131], [-0.0278, -0.0687, -0.0478], [-0.0410, 0.0561, 0.0655], [0.0682, -0.0010, -0.0078], [-0.6283, -0.3876, -0.3372], [0.2139, -0.0827, -0.0701], [0.0439, -0.0561, -0.0169], [-0.2597, 0.1448, -0.0023], [-0.2841, 0.2985, 0.4447], [-0.1430, -0.2331, 0.0565], [-0.2021, -0.3252, -0.2086], [0.1374, -0.0626, 0.0595], [-0.0924, -0.0680, -0.2428], [-0.0594, -0.4891, -0.2761], [-0.3847, -0.1829, -0.3296], [0.2602, 0.6354, 0.0912], [0.0524, 0.0259, -0.1522], [-0.0661, 0.0557, -0.1580], [-0.0088, 0.0041, 0.0626], [0.0141, 0.0197, -0.0312], [-0.0773, -0.0125, -0.0900], [0.0068, 0.1648, -0.0237], [-0.0215, 0.0105, -0.0134], [-0.1044, 0.0770, 0.0000], [0.4447, 0.3139, 0.1860], [0.1480, 0.2023, -0.0510], [0.1320, -0.0295, -0.1469], [0.2979, 0.2400, 0.0083], [-0.1961, -0.0082, 0.1118], [0.0621, 0.0667, 0.0563], [-0.0865, 0.0328, -0.3541], [-0.0267, -0.0324, 0.0277], [0.0822, 0.0505, -0.0651], [-0.1039, -0.0671, 0.0193], [-0.8774, -0.2628, 0.0779], [-0.2058, -0.0167, 0.0107], [0.0089, 0.0180, 0.0319], [-0.0451, 0.0317, -0.0137], [0.0392, -0.0747, -0.0402], [0.4417, 0.2172, -0.3025], [-0.0287, 0.0600, -0.0538], [-0.0960, 0.0043, 0.0330], [-0.0864, 0.0059, -0.0097], [0.0393, 0.0361, 0.0022], [0.3322, -0.3775, -0.1181], [0.2736, 0.0155, 0.0926], [-0.0384, 0.0408, 0.0459], [-0.1905, 0.0118, -0.0788], [0.0294, -0.1586, 0.3660], [-0.1428, -0.3168, 0.0866], [0.0046, 0.0069, -0.0411], [-0.0235, -0.0399, -0.0143], [-0.0428, -0.0283, 0.0354], [0.3606, -0.2280, 0.3047], [-0.0810, -0.0254, -0.0400], [-0.1140, -0.2641, 0.1656], [-0.0174, -0.0155, 0.0186], [0.1927, -0.0950, -0.0607], [0.0351, 0.1803, -0.0359], [0.0831, 0.0188, 0.0237], [0.2356, 0.2415, -0.0582], [-0.4647, 0.0542, -0.0517], [0.1791, -0.0737, 0.0980], [0.2677, 0.2884, 0.5033]],
  "smiles": "COc1ccc(-n2nc(C(=O)NCC(=O)Nc3cc(OC)c(OC)c(OC)c3)c3ccccc3c2=O)cc1OC",
  "e_above_lowest_ev": 0.000,
  "homo_energy_ha": -0.2871,
  "lumo_ha": -0.0114,
  "e_tot_ev": -51829.952,
  "orbital_gap_ev": 7.500
}